# C41H45N8O5S3TeW

A molecular structure, C41H45N8O5S3TeW in a non-equilibrium geometry (ωB97M-V/def2-TZVPD, OMol25).

- E_LUMO (alpha / beta) (eV) = -0.49 / -0.88
- frontier orbital gap (alpha / beta) (Ha) = 0.207 / 0.227
- electronic energy (eV) = -107024.627
- ⟨S²⟩ = 3.779
- 2S+1 = 4

Geometry (Å):
H 7.0025 2.0533 3.5423
C -4.9830 -0.5904 5.9256
H -5.9481 0.3911 7.5692
H -0.4342 5.5824 -1.7452
C 4.3002 -0.8817 -2.4071
C -5.5801 -0.3817 4.6893
H -0.9026 4.0862 2.7421
C -2.8384 -0.7092 4.8029
C -0.4790 -3.6225 -0.5550
H -6.1294 -4.9632 -1.8897
H -2.3746 3.1805 2.3732
C -3.4515 -0.5369 3.5569
C -1.8284 2.5150 -3.5557
H -5.2485 -6.1407 -0.9017
H -3.9143 -3.2000 3.7707
C -0.8493 4.7118 -2.2380
C 4.5905 -1.0514 1.4596
N -0.6042 0.9968 -2.2142
O 1.7565 -2.4273 2.2916
H 7.8286 0.9545 2.5510
S -0.7173 -1.4196 -3.4891
N -1.0191 -1.1866 -0.3020
H -2.2715 -2.9883 3.1560
H 1.5659 4.2988 2.1596
C -3.2074 -3.5156 3.0002
S 1.8516 -1.2497 1.4970
H -5.3297 -1.2163 7.9560
H -2.7708 2.8855 0.2453
C -4.1142 -1.8645 -0.3504
C -0.9395 2.3246 -2.4925
S -2.1845 0.9894 -4.2992
C 4.6227 1.0332 3.2991
H 0.3419 3.3286 -1.0993
C -4.0229 -0.5759 -1.1172
H -4.4308 -0.6958 -2.1203
C -1.7839 4.8773 -3.2548
C 5.8256 0.5841 2.7422
C -4.5183 -4.2329 1.0255
H 2.6311 2.8885 2.0368
C 3.4078 -0.5417 1.9713
H -4.9117 0.4087 1.5079
C 3.4252 0.4627 2.9233
N 1.7084 -0.1988 -1.8993
C -5.0397 -4.1047 -0.2516
C 2.4593 -1.0613 -1.1408
C 0.7096 2.5935 1.1930
C -5.8340 -5.2206 -0.8739
O 2.2028 1.0361 0.2436
C -3.5556 -2.0336 0.9296
C 2.3789 0.4185 -2.8807
H -6.6562 -0.2453 4.6368
C 3.6741 0.0760 -3.1831
H 5.3105 -1.2232 -2.5848
C -4.8198 -2.9147 -0.9269
H -0.9131 -0.1267 5.5697
C -3.6046 -0.7316 5.9644
O -0.7703 -2.5354 1.4941
C 5.7918 -0.4836 1.8415
N -1.2155 1.7771 0.3282
C -2.2665 3.7730 -3.9370
C 1.6076 3.2084 2.2140
O -2.5149 2.0167 -0.0913
H -0.8541 -0.8865 3.9631
C -5.8114 -0.6209 7.1812
H -6.4278 0.6120 2.4137
H 4.5691 -1.8638 0.7542
N 3.6897 -1.4290 -1.3504
N 1.1559 1.8973 0.1091
H -5.9698 -0.9783 1.7941
H -4.5841 0.2116 -0.6116
C -5.5850 -0.0540 2.2284
H -4.6874 -5.1502 1.5808
H -3.0303 -4.5847 3.1127
C -3.7614 -3.2328 1.6284
H -2.9551 3.8780 -4.7650
H -5.2078 -2.7904 -1.9316
O 0.7215 -0.2584 1.7208
H -2.9915 -0.2511 -1.2072
C -1.3445 -0.9041 4.9358
H -6.7336 -5.4189 -0.2889
N 1.6687 -1.5302 -0.0848
H -0.3781 -3.4201 -1.6124
H 1.3058 2.9065 3.2183
C -4.8425 -0.3380 3.5115
H -1.8315 4.5057 1.3089
N 7.0284 1.1377 3.1298
H 0.4052 -4.1252 -0.1668
H -2.1181 5.8694 -3.5284
H -1.3510 -4.2562 -0.3785
H 4.1838 0.5481 -4.0097
H -6.7988 -1.0362 6.9813
C -1.5015 3.6704 1.9349
H 6.7203 -0.8643 1.4329
H -1.1284 -1.8663 5.4039
H 1.8178 1.1789 -3.4071
C -0.6776 2.6908 1.1574
C -0.7162 -2.3654 0.2459
C -0.4176 3.4519 -1.8564
W 0.3705 0.1282 -0.3560
H 4.6363 1.8386 4.0236
H -3.1102 -0.8808 6.9197
C -1.1002 0.1632 -3.1900
Te -2.2217 -0.5122 1.6822
H 2.4906 0.7847 3.3615

Cartesian forces, eV/Å:
0.04 0.02 -0.02
0.01 -0.01 -0.01
-0.02 -0.02 0.05
-0.01 0.01 0.01
-0.44 0.04 0.35
0.04 -0.04 -0.01
-0.03 0.04 0.01
0.27 0.02 -0.18
0.03 0.35 -0.04
-0.03 -0.06 -0.01
-0.03 0.04 0.01
0.10 0.30 -0.06
0.00 -0.13 0.01
-0.03 -0.02 -0.04
0.01 -0.01 0.02
0.02 -0.05 0.05
-0.09 0.07 0.10
-0.39 -0.99 -0.73
0.08 -0.14 -0.26
0.01 0.05 -0.02
-0.11 -0.20 -0.02
-0.36 -0.34 -0.21
0.04 -0.13 0.10
0.03 0.02 0.03
-0.07 0.07 -0.07
0.56 -0.60 1.81
-0.02 0.00 0.02
-0.02 0.10 -0.10
0.08 0.12 0.13
0.21 0.35 0.21
0.07 -0.03 0.15
0.01 -0.04 0.03
-0.10 0.13 -0.22
0.04 -0.09 0.04
0.01 0.00 0.00
-0.13 0.09 -0.09
-0.05 -0.10 -0.02
-0.02 0.00 0.06
0.02 0.01 0.01
-0.15 0.07 -0.33
-0.16 0.06 -0.13
-0.17 0.02 -0.02
2.91 -0.88 0.22
-0.05 0.00 -0.01
-0.36 -0.42 -0.29
-0.39 -0.02 0.06
0.08 0.07 0.06
-0.23 0.62 -0.53
0.11 -0.03 -0.37
-1.30 -0.02 0.22
0.00 0.01 0.00
0.48 -0.06 -0.35
0.07 0.09 -0.14
-0.05 -0.02 0.10
0.05 0.00 -0.04
-0.07 -0.05 -0.01
-0.29 -0.04 -0.43
0.03 0.02 0.02
0.10 0.29 0.36
0.03 0.03 0.06
-0.02 -0.04 -0.24
0.05 -0.36 0.07
0.17 -0.03 0.10
0.06 0.07 -0.07
0.02 0.03 -0.02
0.08 -0.08 -0.05
0.37 -0.21 -0.32
1.45 1.61 0.61
0.02 0.02 -0.10
0.00 0.05 -0.03
0.16 -0.13 0.18
0.03 -0.03 -0.02
0.04 0.00 0.01
0.13 0.14 0.08
-0.03 0.04 0.01
-0.04 0.02 0.01
0.79 -0.59 0.14
0.09 0.09 -0.07
-0.24 -0.01 0.00
-0.02 -0.03 -0.04
0.63 0.59 -0.55
0.03 0.06 -0.17
0.04 0.03 0.03
0.04 0.09 -0.06
-0.06 0.03 0.02
-0.01 -0.03 0.08
-0.02 -0.03 0.04
0.02 0.01 -0.03
0.01 -0.03 -0.03
-0.02 0.01 0.01
-0.01 -0.01 0.05
0.13 -0.10 -0.13
-0.01 -0.02 0.01
0.05 -0.01 -0.03
0.03 0.01 -0.11
-0.04 -0.25 -0.02
-0.79 -1.18 0.39
0.02 0.08 -0.12
-1.32 1.99 -1.35
-0.01 -0.04 0.05
0.01 -0.01 0.00
0.46 0.36 0.45
-2.72 -0.86 1.70
0.03 0.15 -0.04

***

# C5H8O2

C5H8O2 in the gas phase (ωB97M-V/def2-TZVPD, OMol25).

- E_LUMO (eV) = 0.87
- frontier orbital gap (Ha) = 0.386
- electronic energy (eV) = -9408.523
- structure (SMILES) = O=C1CC[C@@H]1CO

Geometry (Å):
H -0.8750 -3.1929 0.8727
C -0.3798 0.0253 0.3926
C -0.5251 -1.4715 0.0843
C 1.0332 0.6739 0.4823
H 1.2883 1.1237 1.4435
O -1.5765 1.1566 -1.5417
C 0.6962 1.6878 -0.6422
H 1.3115 1.6356 -1.5477
H -1.4148 -1.5597 -0.5499
H 0.6214 2.7413 -0.3500
H 1.8222 -0.0242 0.1923
C -0.6522 0.9935 -0.7925
O -0.6658 -2.3122 1.2216
H -1.0447 0.3175 1.2173
H 0.3611 -1.7948 -0.4826

Cartesian forces, eV/Å:
0.09 0.35 0.32
-0.06 -0.12 0.04
-0.01 0.40 -0.52
0.20 -0.09 0.17
-0.05 -0.12 -0.11
0.41 -0.28 0.40
0.02 0.05 -0.06
-0.10 -0.03 0.15
0.09 -0.08 -0.07
-0.05 -0.20 0.02
-0.06 0.07 0.10
-0.38 0.03 -0.26
-0.05 0.06 0.00
0.13 -0.16 -0.06
-0.18 0.12 -0.11

***

# C31H60F3N6O15S

10 unconnected molecules or ions with the total composition C31H60F3N6O15S in a non-equilibrium geometry (ωB97M-V/def2-TZVPD, OMol25).

- charge = -2
- E_LUMO (alpha / beta) (eV) = 3.32 / 3.24
- frontier orbital gap (alpha / beta) (Ha) = 0.044 / 0.304
- electronic energy (eV) = -91763.865
- ⟨S²⟩ = 0.751
- 2S+1 = 2

Geometry (Å):
C -0.1979 4.8258 -2.5691
H 4.9003 -4.1329 -0.1179
C -3.3065 -2.5155 -2.2443
C -2.8498 3.5244 0.1389
H 5.5122 -2.9905 1.9311
H -0.2055 -1.7419 2.2857
H -0.4563 -4.3866 -4.8446
C -3.6001 0.8572 6.7325
O 3.6999 -3.7807 2.5018
O 1.7238 -4.8291 2.3992
H -4.6524 1.0654 6.9258
C -2.7924 0.7869 4.3885
H 4.4092 5.6928 4.0297
O -0.1919 4.6340 -4.9709
O 6.1869 0.0570 -2.1697
H -5.8519 0.3993 -1.2739
C 2.6221 -4.2525 1.8341
H -5.3426 -0.0408 0.4166
C 3.1267 4.8698 2.5798
C -0.6398 4.2008 -3.8854
N 2.0197 -0.1698 2.4627
C -1.8244 2.2927 -5.0125
C 4.1774 -3.4016 0.2436
O 1.5860 -5.4387 -2.5215
H -0.1878 4.1193 -1.7392
H 2.1802 3.3807 0.6602
H 3.7181 0.5228 1.4465
C -0.4112 -6.2251 -3.6182
O -1.9406 -0.0413 -0.0454
H -3.4941 -0.2273 6.7596
H -2.9352 2.5575 3.3686
H -2.4700 4.0967 -0.7074
C 0.2599 -1.7018 3.2706
C 4.4571 -2.9513 1.6605
C 3.3855 5.7925 3.6688
H -2.8432 1.1427 2.2572
O 4.0503 4.3808 1.8797
O -4.8030 -3.6484 -0.2363
H -0.6920 -7.1744 -4.0744
O 0.9787 -7.5893 -1.9947
H -1.4465 2.7786 -5.9121
N -1.3876 3.1161 -3.8257
H -0.9287 5.6044 -2.3502
H 4.3271 -1.1917 -3.8069
O 2.1412 -0.9319 4.5632
H -2.9059 2.1823 -5.0920
H 1.1773 5.2949 2.8248
H 2.6887 5.6362 4.4923
H 3.8577 0.4829 3.2507
F -0.1131 -2.1589 -0.6774
O -2.7949 -0.4269 4.3413
H -1.3773 1.7180 2.9623
C 5.0118 0.3608 -2.3869
H 2.5947 -4.7432 -0.2871
H 1.9440 0.2206 -3.5709
H 0.7645 -3.7067 -3.2529
H 2.8958 2.5575 -2.6724
C 3.9382 -0.5004 -3.0592
H 3.0358 1.7316 2.5858
H 2.2166 -4.2936 -4.1446
H -0.5636 -1.3275 3.8787
C 2.9833 0.5454 -3.5198
H 2.6108 1.2616 -1.4417
C 1.4117 3.8796 1.2506
H -1.1855 -5.9141 -2.9169
H 0.8103 3.0589 1.6415
H -3.7177 -1.4556 1.7751
H -3.7473 -3.4777 -2.5054
C 0.2381 -5.1622 -4.5216
H 0.5379 -5.6091 -5.4695
H -2.9412 4.2405 0.9556
H -4.5060 -2.9976 2.2455
C 1.5638 -0.9063 3.4775
H -3.9748 -1.7686 -2.6726
H 3.5710 -1.0901 -2.2193
O -5.1677 3.5084 -0.2078
H -3.1590 2.4640 5.4517
O -0.5809 1.5865 -1.3778
H -2.1460 2.7471 0.4366
H 4.3264 -2.6282 -0.5099
F -0.1623 -0.9755 -2.5713
H 1.3832 -0.0381 1.6896
O 4.4723 1.5234 -2.0381
C 0.7136 -6.5507 -2.6423
C -3.8025 -2.5214 1.5626
O 0.1773 0.7348 0.7906
C 0.2182 -0.9791 -1.3027
H 3.1965 6.7900 3.2720
H -2.6538 -1.4668 -0.5377
S -0.6182 0.4936 -0.3870
H -2.3778 -2.3299 -2.7837
H 3.4346 1.0382 -4.3810
N -3.1279 1.4555 5.4980
H -2.7952 -2.8762 1.7804
H 0.3543 -2.6766 3.7491
H -1.6148 2.8524 -2.8776
C 1.3182 -4.5800 -3.5978
N 1.8636 4.7112 2.3685
N -4.1901 1.4773 -0.3487
C -3.9946 -2.8079 0.0861
H -6.1695 1.4559 0.1439
C 3.1269 1.5388 -2.3610
H 0.8088 4.3994 0.5059
C 2.7449 -3.9035 0.3914
H -1.4513 1.2761 -4.8881
C 3.2063 0.6716 2.3974
H 2.0104 -3.1443 0.1227
C -2.4438 1.6075 3.1586
C -4.1492 2.7875 -0.1903
H -3.1103 1.3454 7.5751
H 4.1399 -1.9103 1.7213
H -3.3811 0.8735 -0.3166
H 0.7648 5.3283 -2.6617
N -3.2469 -2.2339 -0.8204
C -5.4725 0.7555 -0.3162
F 1.5195 -0.7673 -1.3399

Cartesian forces, eV/Å:
-0.62 0.19 -0.05
-0.28 -0.65 0.39
-0.97 0.82 -0.33
0.46 -1.37 -0.12
-0.10 -0.18 0.18
0.63 -0.17 -0.27
-0.16 0.22 0.26
-0.26 0.30 0.33
-0.25 -0.26 0.64
0.79 0.33 -0.44
-0.31 0.00 -0.42
0.58 -1.20 -1.40
-0.12 0.18 -0.09
-0.67 0.02 1.24
-2.25 0.78 -0.27
0.25 0.03 0.03
-1.10 -0.60 0.79
-0.10 -0.41 -0.39
4.09 -0.64 -1.54
2.41 0.79 -2.21
0.10 0.43 -1.41
0.41 0.59 1.19
0.38 0.12 -0.52
-1.24 -2.21 -0.30
0.01 -0.08 -0.08
0.55 0.48 0.61
0.06 0.11 0.11
1.32 -0.66 0.76
0.84 0.63 -0.21
0.41 0.24 -0.24
0.29 0.45 -0.77
-0.04 -0.29 -0.16
-0.28 0.19 0.63
1.05 1.04 -0.85
0.68 1.07 1.54
-0.23 -0.04 0.22
-1.67 0.57 1.32
-1.66 -1.52 -0.39
-0.22 0.27 -0.13
-1.30 3.41 -2.13
0.12 -0.16 0.22
-1.51 -1.09 -0.17
-0.07 0.12 0.22
0.13 0.21 0.09
-0.13 -0.24 -0.05
-0.08 0.42 0.26
0.24 -0.28 0.04
0.05 0.01 0.12
0.19 -0.77 -0.21
0.81 1.35 -0.99
-0.10 -0.59 0.25
0.06 0.03 0.41
2.62 -1.65 -0.26
-0.47 -0.13 0.33
0.18 0.11 -0.77
0.76 0.52 0.56
-0.31 -0.03 0.23
1.12 -0.34 0.56
-0.60 0.21 -0.60
0.13 -0.04 0.29
0.22 0.81 0.21
-0.55 0.50 1.10
-0.56 0.08 -0.28
-0.98 -0.79 -0.18
-0.46 0.45 -0.41
-0.18 0.04 -0.02
-0.22 0.14 0.06
0.34 -0.06 0.44
-0.67 -0.90 -0.08
0.57 -0.22 0.27
-0.56 -0.24 0.01
-0.09 0.00 -0.56
-0.24 -0.22 1.32
-0.32 0.04 -0.32
-0.35 -0.21 -0.14
0.35 -0.85 -0.17
0.04 -0.25 -0.01
-0.23 -1.51 1.15
0.56 0.39 -0.09
-0.38 0.45 0.27
-0.64 -0.57 0.03
0.09 -0.16 0.10
2.30 0.24 0.54
2.52 -2.22 2.19
1.27 0.82 -0.24
0.10 0.23 -0.15
-1.46 0.80 0.76
0.27 0.23 0.16
0.00 -0.27 -0.04
0.05 0.29 -1.53
0.31 -0.40 0.48
-0.69 -0.13 -0.42
-0.41 1.02 0.92
0.08 -0.21 0.31
0.51 -0.26 -0.60
-0.18 -0.71 -0.27
-1.20 1.42 -1.28
-2.86 -1.33 -2.26
-0.71 -1.34 -0.45
-1.12 -1.01 1.28
-0.28 -0.07 -0.35
-1.44 0.62 -0.55
-0.10 0.42 0.27
0.53 -0.23 -1.46
0.33 0.11 -0.15
0.05 -0.14 1.26
-0.04 0.03 0.16
-0.50 0.33 0.63
-1.17 3.23 0.66
0.43 -0.34 0.05
-0.19 0.08 0.54
0.40 0.45 0.04
-0.05 -0.27 -0.24
1.89 0.93 -0.89
0.36 0.84 0.98
0.68 -0.67 0.89

***

The lowest electronic energy belongs to which entry? C41H45N8O5S3TeW